#i
The following is a quantum chemistry calculation of 20 unconnected molecules or ions with the total composition H40O20, from OMol25.

Structure (ORCA input):
```
! RIJCOSX wB97M-V def2-TZVPD def2/J DEFGRID3
* xyz 0 1
O -0.43575 -2.38695 -3.63295
H 0.10786 -2.96603 -4.19430
H -1.28459 -2.33234 -4.10468
O -0.87895 1.46520 -3.51659
H 0.00174 1.04398 -3.55422
H -0.74441 2.23309 -2.94541
O 4.27057 -0.66277 1.77284
H 4.31236 0.17970 2.27448
H 4.35513 -1.27465 2.47470
O 3.72746 1.90303 2.72748
H 2.93906 2.07777 3.26912
H 4.38477 2.53250 3.02355
O 1.96969 2.53361 -1.92677
H 2.64346 3.06266 -2.31448
H 2.40379 1.83500 -1.45208
O 1.17310 2.67702 3.77081
H 0.46109 1.96165 3.91105
H 0.74596 3.22990 3.14636
O 0.53683 -2.98644 2.42052
H 0.45275 -2.03562 2.63111
H 0.89963 -3.06492 1.51591
O 0.94663 -0.43138 0.96419
H 1.61314 0.27807 1.00745
H 0.69163 -0.43092 0.04128
O -2.15455 1.47566 0.68241
H -2.35747 0.70866 0.16763
H -2.92160 1.64917 1.24706
O -4.50917 -2.53320 -0.59578
H -5.24287 -2.00532 -0.82926
H -4.35377 -3.17952 -1.28826
O 0.12257 -2.90263 -0.84297
H -0.24312 -3.11247 -1.69751
H 1.07558 -2.80054 -0.95820
O -3.46681 -0.28612 -2.77966
H -2.86540 -0.54643 -2.00243
H -3.36770 0.66693 -2.73999
O -0.83879 0.78942 4.34646
H -1.23656 0.77630 5.24322
H -1.16339 0.08100 3.78845
O 2.84933 -2.35872 -0.27208
H 2.91561 -2.00452 0.65421
H 3.70288 -2.81294 -0.39441
O -0.62528 3.28085 -1.07719
H 0.29125 2.94959 -1.22602
H -1.10640 2.57795 -0.56346
O -2.19749 -0.99756 -0.23691
H -2.89148 -1.67125 -0.02032
H -1.45243 -1.51465 -0.61305
O -0.12637 4.00185 1.63990
H -0.11674 4.81335 1.13919
H -0.17863 3.38183 0.89414
O -2.05871 -1.18771 2.60919
H -1.46257 -1.95451 2.58674
H -1.68111 -0.56360 1.97035
O -2.73569 -1.42719 -5.07525
H -3.64933 -1.57320 -4.99714
H -2.67880 -0.76777 -4.35965
O 3.57446 0.47560 -0.76784
H 4.40383 0.62077 -0.33290
H 3.45379 -0.49024 -0.60800
*
```

Output
Gap between HOMO and LUMO = 10.609 eV
LUMO = 0.057 eV

=====

#ii
The following is a quantum chemistry calculation of 20 unconnected molecules or ions with the total composition H40O20, from OMol25.

Structure (ORCA input):
```
! RIJCOSX wB97M-V def2-TZVPD def2/J DEFGRID3
* xyz 0 1
O 2.23583 -1.68427 0.25693
H 3.17129 -1.79820 0.42475
H 1.98556 -0.93231 0.79372
O -1.22526 -4.13856 -2.79046
H -0.33820 -3.96164 -2.47732
H -1.55709 -4.81604 -2.20126
O 1.38499 2.94944 -3.21006
H 2.23204 3.22107 -3.56357
H 1.17527 3.61302 -2.55286
O 1.23801 -3.74648 -1.76693
H 2.04755 -4.25050 -1.68426
H 1.34214 -3.02224 -1.14980
O -5.03255 -1.38963 -1.96531
H -4.17593 -0.96410 -1.92838
H -5.52741 -0.87775 -2.60509
O -2.53924 0.26894 -2.75936
H -2.46293 0.44678 -3.69680
H -1.64413 0.08090 -2.47712
O 0.36411 -1.55947 2.47849
H 0.60851 -2.42257 2.14448
H 0.91961 -1.43374 3.24780
O -0.60724 2.00192 2.63393
H -0.54686 1.32060 3.30354
H -1.51958 2.28973 2.66596
O 2.44109 -3.56500 3.08708
H 2.79143 -2.67433 3.10137
H 2.95262 -4.01331 2.41360
O 0.03850 0.46680 4.86532
H -0.42991 0.24336 5.66962
H 0.84340 -0.04973 4.90497
O -4.29360 2.63896 -1.55911
H -4.91293 2.33999 -0.89333
H -3.88710 1.83651 -1.88633
O 1.57992 4.79588 -1.24285
H 0.89253 5.39597 -1.53202
H 2.35469 5.34894 -1.14243
O 1.34379 -2.61589 -4.12668
H 2.03177 -2.13544 -3.66617
H 0.97663 -3.20229 -3.46520
O 2.31990 0.89238 1.89817
H 1.64564 1.21244 2.49748
H 2.96659 0.47354 2.46616
O -0.76942 -0.10011 -0.01795
H -0.72813 -0.81494 0.61732
H -0.60198 0.68893 0.49743
O -2.90937 0.62468 4.08314
H -3.42925 -0.16477 3.93236
H -2.76912 0.64250 5.02984
O 0.59005 0.15901 -2.30359
H 0.27125 0.18717 -1.40148
H 0.70364 1.07781 -2.54677
O 3.04536 -1.03150 -2.49864
H 2.82984 -1.25226 -1.59252
H 2.51450 -0.25833 -2.69006
O -3.39008 2.11681 1.95763
H -3.51922 1.48623 1.24915
H -3.28977 1.57848 2.74272
O 3.08775 2.81233 -0.06238
H 2.82271 2.24114 0.65854
H 2.35796 3.42308 -0.16542
*
```

Output
Gap between HOMO and LUMO = 8.054 eV
LUMO = -1.182 eV

=====

#iii
The following is a quantum chemistry calculation of 20 unconnected molecules or ions with the total composition H40O20, from OMol25.

Structure (ORCA input):
```
! RIJCOSX wB97M-V def2-TZVPD def2/J DEFGRID3
* xyz 0 1
O 0.15234 4.34710 0.61118
H -0.17225 4.13237 1.48671
H 0.95175 3.76327 0.40415
O 3.18923 -5.19343 1.20246
H 2.77442 -4.84112 2.05045
H 3.71707 -4.35503 1.11336
O 4.06598 -1.36970 0.18599
H 3.32253 -1.26983 -0.41783
H 4.77074 -1.70406 -0.37482
O 2.63709 -1.22965 -3.08661
H 3.08677 -2.03028 -2.85307
H 2.43997 -1.26708 -4.01418
O 3.11950 4.93243 -1.17038
H 2.30436 5.58901 -1.01272
H 3.51457 4.74055 -2.01317
O -2.05349 -1.51053 0.21938
H -2.58318 -1.43665 -0.58946
H -1.06517 -1.38962 0.03040
O -1.17071 1.16338 0.65828
H -0.72793 1.20343 -0.19807
H -1.62860 0.39584 0.93679
O 0.11225 -0.99320 -1.42987
H 0.76541 -1.00129 -2.18073
H -0.21967 -1.89056 -1.61348
O 1.37572 2.10594 1.23796
H 1.49103 1.18506 0.98623
H 0.47538 2.25616 1.54000
O -1.10941 -0.22470 4.36553
H -1.24174 -0.02959 3.39237
H -2.03303 -0.18501 4.69719
O -0.64732 3.38867 3.70015
H -1.58622 3.22319 3.87184
H -0.02841 3.01986 4.32188
O 0.39478 4.42741 -4.24143
H 0.01841 3.62284 -3.88275
H 0.28675 5.12915 -3.59194
O -0.50055 -3.62515 1.47024
H -1.27904 -3.62642 0.90527
H -0.61962 -2.65599 1.58481
O -3.96030 -3.40594 0.67575
H -4.73081 -3.25544 -0.04572
H -4.46703 -4.00550 1.30953
O -3.43440 1.35274 1.98093
H -2.89714 0.56375 1.66889
H -4.24295 1.07515 1.53522
O -0.74986 4.21122 -1.98602
H -1.66790 3.83776 -2.07710
H -0.52705 4.20118 -1.00569
O 2.21541 -2.42450 4.11862
H 3.02365 -2.93233 4.05177
H 1.44188 -2.89303 4.53632
O -3.44755 0.08142 -2.85335
H -3.46965 0.05471 -3.83386
H -3.32536 1.03193 -2.88596
O -0.93696 0.17349 -5.16300
H -0.26081 0.11485 -5.86812
H -0.52335 0.67338 -4.43718
O 0.97297 -5.93541 -0.24993
H 0.82164 -5.35563 0.52757
H 1.90502 -5.88800 0.04151
*
```

Output
Gap between HOMO and LUMO = 10.085 eV
LUMO = -0.442 eV

=====

The computed energies, referenced to the most stable structure and given in kJ/mol, are #i 0.0; #ii 224.3; #iii 548.5.

=====

#i
The following is a quantum chemistry calculation of 2 unconnected molecules or ions with the total composition C11H18, from OMol25.

Structure (ORCA input):
```
! RIJCOSX wB97M-V def2-TZVPD def2/J DEFGRID3
* xyz 1 2
C -2.47529 -0.48266 -0.94452
C -2.93290 0.44551 -2.02886
C -3.06347 -0.26059 0.50722
C -2.78464 -1.92637 -1.34148
H -1.38157 -0.34839 -0.88652
H -3.81187 0.06846 -2.68276
H -3.11260 -1.22676 0.84272
H -2.37534 0.31068 1.08521
H -3.98861 0.09968 0.28052
H -3.80148 -2.21179 -1.45908
H -2.36108 -2.41428 -2.14023
H -2.21770 -2.42016 -0.51431
H -2.03139 0.73287 -2.60429
H -3.27427 1.40483 -1.82394
C 1.31787 0.30104 2.94434
C 2.73220 -0.68620 -0.45444
C 2.15666 0.41832 -1.16107
C 2.45542 -0.66795 0.92544
C 1.81677 0.45101 1.53602
C 1.63624 1.47201 -0.54441
C 1.47621 1.51372 0.81895
H 3.21166 -1.50495 -1.07260
H 2.15590 0.38969 -2.23660
H 2.71471 -1.47502 1.55874
H 1.50897 2.30990 -1.27254
H 2.04354 -0.34490 3.59618
H 0.40419 -0.37659 2.92304
H 1.08895 2.31973 1.36896
H 1.21750 1.21997 3.49425
*
```

Output
<S²> = 0.767
Gap between HOMO and LUMO (alpha / beta) = 9.198 / 4.691 eV
LUMO (alpha / beta) = -4.108 / -8.614 eV

=====

#ii
The following is a quantum chemistry calculation of 2 unconnected molecules or ions with the total composition C11H18, from OMol25.

Structure (ORCA input):
```
! RIJCOSX wB97M-V def2-TZVPD def2/J DEFGRID3
* xyz 1 2
C -0.53475 2.09386 -0.37743
C 0.38557 1.09614 0.14625
C -0.37795 3.44885 0.28879
C -0.43191 2.36963 -1.98771
H -1.55885 1.69065 -0.17620
H 0.16569 0.07594 -0.23257
H -0.77756 3.29856 1.36322
H 0.74139 3.69040 0.28068
H -0.75836 4.28437 -0.33014
H -0.67109 1.51080 -2.51596
H -0.93363 3.27895 -2.34895
H 0.62312 2.50369 -2.08299
H 0.32605 1.05978 1.34382
H 1.40360 1.52404 0.14072
C -0.55239 -2.07809 -1.71162
C 1.26373 -2.04733 -0.02138
C -0.02474 -2.20028 -0.29371
C 1.70498 -2.19771 1.31394
C -0.80360 -2.59765 0.73383
C 0.76732 -1.91307 2.42574
C -0.59508 -2.01792 2.05715
H 1.95113 -2.22404 -0.80554
H 2.72631 -2.08748 1.65068
H 0.33990 -2.33094 -2.31670
H -0.95379 -1.02553 -1.83804
H -1.69082 -3.28619 0.72947
H 0.96927 -1.37711 3.47615
H -1.35519 -1.85907 2.95084
H -1.34836 -2.68326 -1.86237
*
```

Output
<S²> = 0.771
Gap between HOMO and LUMO (alpha / beta) = 8.118 / 5.393 eV
LUMO (alpha / beta) = -5.103 / -7.827 eV

=====

The computed energies, referenced to the most stable structure and given in kJ/mol, are #i 0.0; #ii 86.8.

=====

#i
The following is a quantum chemistry calculation of a molecular structure, C19H42NiP2Si, from OMol25.

Structure (ORCA input):
```
! RIJCOSX wB97M-V def2-TZVPD def2/J DEFGRID3
* xyz 0 3
P -2.92563 1.47846 -0.10312
P -0.27045 -0.68432 -1.71086
C -2.86073 0.79065 -1.87211
C -2.10842 -0.53576 -2.08412
H -2.44316 1.58683 -2.50837
H -3.91053 0.70844 -2.20020
H -2.65837 -1.35299 -1.60715
H -2.17065 -0.76302 -3.15669
C 0.24395 0.13227 -3.25570
H 1.25012 -0.12533 -3.58791
H 0.15509 1.22368 -3.20261
H -0.44438 -0.20159 -4.03970
C 0.17483 -2.41748 -1.70330
H -0.00111 -2.77133 -2.72706
H -0.43368 -2.99567 -1.00361
H 1.25928 -2.59158 -1.49286
C -3.35618 3.40152 -0.01417
H -3.78197 3.67971 0.97360
H -4.06464 3.64578 -0.82529
H -2.46283 4.03414 -0.16838
C -4.90932 1.40593 0.02754
H -5.26721 0.37498 -0.04540
H -5.35035 1.99326 -0.79325
H -5.27579 1.83051 0.97462
Ni 1.56919 -2.22877 0.14204
C -0.38215 0.97610 -0.44370
C -1.20197 2.20206 -0.29866
C -0.63193 2.81863 0.98228
C -1.30641 2.17566 2.24279
C -2.63654 1.50292 1.93043
C -2.93750 0.22601 1.28468
C -1.82927 -0.76279 0.95651
C -0.48898 -0.05888 0.67879
C 1.03736 -1.89053 2.23957
H 0.68622 1.22874 -0.52729
H -1.18821 2.86728 -1.17601
H -0.77053 3.90227 1.02345
H 0.45426 2.66079 1.06783
H -0.64572 1.54359 2.87230
H -1.48212 3.00952 2.94114
H -3.45689 1.91816 2.51913
H -3.88131 -0.27838 1.52244
H -2.11909 -1.44562 0.14061
H -1.62604 -1.45922 1.77806
H -0.05083 0.34947 1.58657
H 0.29732 -0.89436 0.49799
H 1.04510 -2.87792 2.71774
H 0.16646 -1.34342 2.63551
H 1.90533 -1.29640 2.54113
C 4.64631 0.17794 0.77495
Si 4.19079 -1.55067 0.16012
C 5.82547 -2.26438 -0.46253
C 3.74764 -2.65117 1.62143
C 2.88342 -1.48761 -1.11300
H 5.73926 0.19238 0.89740
H 4.18217 0.37625 1.75133
H 4.35492 0.97170 0.07159
H 6.63262 -1.54630 -0.26419
H 6.07292 -3.18109 0.08723
H 5.84376 -2.51094 -1.53132
H 2.87758 -3.33428 1.58397
H 4.65183 -3.27199 1.67135
H 3.71785 -2.01299 2.51126
H 2.52889 -0.52401 -1.51219
H 3.19093 -2.07485 -1.97665
*
```

Output
<S²> = 2.015
Gap between HOMO and LUMO (alpha / beta) = 6.292 / 6.113 eV
LUMO (alpha / beta) = -0.334 / -0.339 eV

=====

#ii
The following is a quantum chemistry calculation of a molecular structure, C19H42NiP2Si, from OMol25.

Structure (ORCA input):
```
! RIJCOSX wB97M-V def2-TZVPD def2/J DEFGRID3
* xyz 0 3
P -2.80578 -0.75869 -1.89268
P -1.97951 -1.14551 2.08164
C -3.42378 -1.79735 -0.50777
C -3.45110 -1.35377 0.98108
H -2.98864 -2.80888 -0.61008
H -4.48412 -1.94214 -0.78168
H -4.08591 -0.46007 1.11013
H -3.98502 -2.15639 1.52241
C -1.65443 -2.81697 2.70804
H -0.75918 -2.82575 3.34487
H -1.50985 -3.52165 1.87610
H -2.52664 -3.11820 3.29907
C -2.74618 -0.33313 3.52263
H -3.40002 -1.06532 4.01249
H -3.33508 0.53419 3.19141
H -1.97097 -0.00026 4.22840
C -2.90559 -1.97341 -3.27511
H -2.36468 -1.59679 -4.15246
H -3.95624 -2.13353 -3.54770
H -2.46162 -2.92907 -2.96694
C -4.22017 0.31909 -2.34542
H -4.62203 0.84600 -1.46581
H -5.00691 -0.30706 -2.78613
H -3.89105 1.05813 -3.09013
Ni 3.00179 2.17630 -0.76219
C -0.60556 -0.13321 1.81743
C 0.01790 -1.31215 1.22032
C -0.24691 -1.86483 -0.11656
C 0.11648 -1.05928 -1.37405
C -1.07021 -0.40576 -2.08612
C -1.74002 0.76244 -1.48222
C -1.86382 1.18886 -0.05173
C -0.68145 1.12463 0.91344
C 2.32613 2.44351 -2.56742
H -0.15474 0.12895 2.78735
H 0.75227 -1.83892 1.83033
H -1.32171 -2.11699 -0.20111
H 0.23130 -2.86547 -0.16594
H 0.86268 -0.27609 -1.14890
H 0.58255 -1.76643 -2.08330
H -0.86781 -0.30205 -3.16111
H -1.90146 1.57942 -2.18563
H -2.72975 0.69537 0.41952
H -2.20361 2.23515 -0.09040
H 0.27344 1.25930 0.39179
H -0.75623 1.98937 1.58516
H 2.22984 3.52762 -2.76874
H 1.33693 1.95092 -2.57103
H 2.99854 1.97968 -3.30937
C 4.72949 -0.25972 -0.03784
Si 4.63750 1.47240 0.69122
C 5.68232 1.65383 2.23229
C 5.22748 2.70037 -0.64409
C 2.80625 1.81549 1.04414
H 5.78526 -0.54635 -0.13094
H 4.25345 -0.34463 -1.02638
H 4.23359 -0.95899 0.64820
H 6.68684 1.24530 2.04594
H 5.77563 2.71002 2.52342
H 5.21921 1.10501 3.06535
H 4.53890 3.05298 -1.44050
H 5.61469 3.58828 -0.12377
H 6.08505 2.23387 -1.15284
H 2.14427 0.99830 1.38266
H 2.52797 2.72007 1.62729
*
```

Output
<S²> = 2.011
Gap between HOMO and LUMO (alpha / beta) = 4.216 / 3.605 eV
LUMO (alpha / beta) = -0.508 / -1.001 eV

=====

The computed energies, referenced to the most stable structure and given in kJ/mol, are #i 133.0; #ii 0.0.